# C10H11IrNS

A structure of composition C10H11IrNS at a distorted geometry (ωB97M-V/def2-TZVPD, the OMol25 dataset).

The geometry in XYZ format:
```
24
C10H11IrNS | the OMol25 dataset | ωB97M-V/def2-TZVPD
Ir 0.025 0.830 -1.179
S -2.461 -2.046 -1.006
N -0.366 0.884 0.810
C -0.113 1.976 1.618
C -1.196 2.506 2.312
C -1.300 -2.837 -1.970
C -0.073 -1.122 -0.990
C -0.014 -2.295 -1.872
C -1.336 -0.799 -0.396
C 4.126 -0.671 -0.399
C -2.669 0.812 1.243
C -2.458 1.900 2.071
C -1.554 0.275 0.550
H 0.930 1.234 -2.559
H 0.942 2.317 1.634
H -1.594 -3.686 -2.578
H -3.601 0.282 1.099
H 3.057 -0.475 -0.530
H -3.306 2.322 2.571
H 4.062 -1.487 0.319
H 4.378 -0.903 -1.420
H -1.008 3.320 3.019
H 4.590 0.290 -0.008
H 0.938 -2.627 -2.340
```

Results
* HOMO energy (alpha / beta): -15.740 / -17.578 eV
* energy above the lowest of the compared OMol25 structures with the same formula, charge and spin: 0.845 eV
* charge: +2
* multiplicity: 6
* electronic energy: -25686.159 eV

***

# C18H54MnNO12

A structure of composition C18H54MnNO12 at a distorted geometry (ωB97M-V/def2-TZVPD, the OMol25 dataset).

The geometry in XYZ format:
```
86
C18H54MnNO12 | the OMol25 dataset | ωB97M-V/def2-TZVPD
Mn 1.954 0.363 -2.621
O -1.262 -1.251 -0.471
O 1.005 -1.040 -3.821
O 2.018 1.664 1.927
O -3.900 0.242 1.320
O 0.902 -1.158 3.769
O 2.889 -1.397 -1.835
O -0.136 -0.090 0.869
O -1.075 -3.661 -2.646
O 0.469 -0.146 -1.141
O 2.419 1.783 -0.984
O -2.548 2.282 2.706
O 1.014 2.227 -3.599
N -0.330 -0.525 -0.234
C 4.181 -2.567 -0.226
C -5.812 1.252 2.371
C 0.133 -2.160 4.335
C 3.831 1.967 3.598
C 2.958 -1.750 -0.483
C -1.061 2.287 -2.395
C -1.581 1.873 3.690
C 2.636 1.167 3.085
C -4.812 0.114 2.402
C 0.032 -2.161 -5.554
C -2.391 -3.483 -2.974
C -0.094 -0.957 -4.676
C 1.631 3.995 -0.549
C -0.336 2.698 -3.670
C -1.151 3.288 4.163
C -2.715 -4.397 -4.091
C 0.779 -3.511 4.019
C 2.802 3.110 -0.946
H -2.362 -5.424 -3.995
H -4.320 0.038 3.372
H -1.224 4.145 3.493
H -2.042 2.724 -2.207
H 0.059 -1.940 5.400
H -3.096 1.581 2.344
H 1.037 -2.228 -5.972
H 2.780 -0.897 0.173
H 1.126 4.268 -1.476
H 1.834 -3.469 4.294
H -0.203 -3.119 -5.091
H -5.268 2.196 2.338
H 1.535 2.665 -4.276
H -6.400 1.321 1.455
H -2.117 1.361 4.489
H 0.921 3.368 -0.011
H 4.726 1.597 3.098
H -0.793 1.210 3.333
H -2.995 -3.707 -2.095
H -1.094 1.209 -2.559
H -0.107 3.394 4.460
H 2.895 0.115 2.960
H -0.777 2.392 -4.619
H 0.262 -4.182 4.705
H 2.315 1.552 -0.058
H 0.762 -1.001 2.833
H 4.086 -3.531 -0.725
H -0.671 -1.949 -6.360
H 1.164 1.253 1.774
H -3.769 -4.518 -4.343
H -5.289 -0.856 2.260
H 2.890 -2.298 -2.168
H 5.051 -1.911 -0.229
H -1.008 -1.012 -4.085
H -0.893 -2.896 -2.096
H -6.398 1.271 3.290
H 3.723 3.043 3.456
H -0.391 3.786 -3.675
H 1.925 1.149 3.912
H -0.022 -0.075 -5.313
H -2.309 -3.892 -4.967
H -1.820 3.514 4.993
H 0.725 -3.891 2.999
H 3.092 3.337 -1.973
H 2.096 -2.331 -0.156
H 1.923 4.899 -0.014
H 3.687 3.240 -0.324
H -0.405 2.361 -1.528
H -2.601 -2.427 -3.144
H 1.155 -1.985 -3.896
H 3.959 1.897 4.678
H -3.216 -0.428 1.244
H -0.842 -2.070 3.856
H 4.252 -2.906 0.808
```

Results
* HOMO energy (alpha / beta): -14.143 / -14.143 eV
* energy above the lowest of the compared OMol25 structures with the same formula, charge and spin: 0.046 eV
* charge: +2
* multiplicity: 7
* electronic energy: -76899.066 eV

***

# C4H10N2O2

A cluster of 3 separate species, C4H10N2O2 in total at a distorted geometry (ωB97M-V/def2-TZVPD, the OMol25 dataset).

The geometry in XYZ format:
```
18
C4H10N2O2 | the OMol25 dataset | ωB97M-V/def2-TZVPD
O -0.576 0.313 1.914
O 2.299 -0.072 3.362
N 0.283 0.611 -0.727
N -1.573 0.818 -1.902
C -1.236 -0.518 -1.823
C -0.197 -0.668 -0.959
C 0.751 -1.766 -0.596
C -0.676 1.459 -1.236
H 0.690 -1.959 0.471
H 0.899 0.738 0.057
H -1.416 -0.030 1.546
H 1.776 -1.596 -0.925
H -0.519 2.522 -1.131
H 3.060 0.000 2.778
H 1.558 -0.005 2.746
H -1.076 1.149 2.002
H -1.842 -1.285 -2.274
H 0.547 -2.729 -1.058
```

Results
* HOMO energy: -8.850 eV
* energy above the lowest of the compared OMol25 structures with the same formula, charge and spin: 2.068 eV
* charge: 0
* SMILES string: Cc1cnc[nH]1.O.O
* multiplicity: 1
* electronic energy: -11384.834 eV

***

# C3H6ClNO3S

An isolated molecule of C3H6ClNO3S at a distorted geometry (ωB97M-V/def2-TZVPD, the OMol25 dataset).

The geometry in XYZ format:
```
15
C3H6ClNO3S | the OMol25 dataset | ωB97M-V/def2-TZVPD
Cl 2.404 -0.348 -1.130
S 1.884 0.600 0.558
O 2.101 1.974 0.264
O 2.443 0.040 1.706
O 0.502 -1.756 1.126
N 0.072 0.359 0.412
C -0.493 1.309 -0.515
C -0.236 -0.919 0.608
C -1.460 -1.424 -0.057
H -1.602 1.231 -0.697
H -1.421 -2.549 -0.005
H -2.292 -0.944 0.512
H -0.491 2.430 -0.229
H 0.098 1.289 -1.431
H -1.510 -1.292 -1.120
```

Results
* HOMO energy: -10.153 eV
* energy above the lowest of the compared OMol25 structures with the same formula, charge and spin: 1.293 eV
* charge: 0
* SMILES string: CC(=O)N(C)S(=O)(=O)Cl
* multiplicity: 1
* electronic energy: -34196.935 eV

***

# C8H32FeO16S2

A structure of composition C8H32FeO16S2 at a distorted geometry (ωB97M-V/def2-TZVPD, the OMol25 dataset).

The geometry in XYZ format:
```
59
C8H32FeO16S2 | the OMol25 dataset | ωB97M-V/def2-TZVPD
Fe -7.861 2.899 4.617
S -7.545 3.644 2.124
S -6.874 3.788 7.559
O -6.602 3.067 1.164
O -8.397 2.712 2.814
O -9.179 -1.266 4.062
O -7.049 3.646 6.139
O -6.045 4.917 8.002
O -10.708 3.928 1.328
O -7.314 6.250 -0.367
O -6.306 1.638 4.581
O -6.938 3.975 3.376
O -7.567 2.022 -1.114
O -8.280 4.797 1.594
O -9.394 4.291 4.812
O -9.119 7.070 2.339
O -8.083 3.589 8.310
O -4.287 2.242 1.411
O -6.450 2.512 8.107
C -11.473 4.536 0.285
C -6.269 0.474 3.827
C -3.690 3.080 2.371
C -8.313 8.190 2.566
C -9.901 -0.699 2.952
C -8.847 2.536 -1.253
C -5.995 6.691 -0.041
C -9.295 5.577 5.344
H -10.938 -1.037 2.946
H -10.301 4.248 4.501
H -8.838 8.869 3.237
H -5.229 5.921 -0.136
H -6.337 -0.399 4.477
H -8.838 3.572 -0.914
H -5.831 7.518 -0.732
H -5.964 6.999 1.004
H -4.423 3.120 3.177
H -8.644 6.323 1.968
H -2.711 2.745 2.713
H -5.273 0.436 3.386
H -9.660 -1.083 4.873
H -12.516 4.220 0.327
H -11.157 4.311 -0.733
H -5.431 1.705 4.970
H -9.614 1.965 -0.729
H -9.854 0.389 2.902
H -7.181 2.371 -0.307
H -7.657 5.606 0.256
H -9.870 6.384 4.891
H -9.471 -1.042 2.011
H -8.067 8.720 1.645
H -7.405 7.879 3.082
H -9.058 2.473 -2.321
H -9.557 5.579 6.402
H -5.149 2.540 1.112
H -3.594 4.095 1.986
H -9.827 4.310 1.312
H -7.044 0.440 3.061
H -8.255 5.906 5.354
H -11.394 5.613 0.432
```

Results
* HOMO energy (alpha / beta): -6.434 / -5.952 eV
* energy above the lowest of the compared OMol25 structures with the same formula, charge and spin: 1.452 eV
* charge: -1
* multiplicity: 6
* electronic energy: -97630.034 eV

***

# C9H11Cl2HoNO4Rh

A structure of composition C9H11Cl2HoNO4Rh at a distorted geometry (ωB97M-V/def2-TZVPD, the OMol25 dataset).

The geometry in XYZ format:
```
29
C9H11Cl2HoNO4Rh | the OMol25 dataset | ωB97M-V/def2-TZVPD
Ho 0.923 2.158 1.915
Rh -0.318 -1.481 -1.285
Cl 3.154 1.013 2.554
Cl 0.072 4.396 1.892
O -0.413 0.692 0.996
O 2.495 -0.541 -0.878
O 1.643 2.205 -1.553
O -0.146 -2.399 -4.099
N -1.823 0.502 2.727
C -3.165 0.526 3.354
C -3.329 -1.529 1.043
C -0.251 -2.057 -2.981
C -4.394 -1.313 2.109
C -1.582 0.307 1.412
C 1.584 2.280 -0.398
C -2.671 -0.211 0.567
C 1.391 -0.892 -1.060
C -3.799 -0.851 3.437
H -4.925 -2.266 2.280
H -1.009 0.569 3.345
H -3.007 0.932 4.350
H -2.544 -2.209 1.428
H -3.811 1.220 2.797
H -3.061 -1.587 3.788
H -5.124 -0.578 1.766
H -2.328 -0.328 -0.476
H -3.794 -2.013 0.177
H -4.574 -0.810 4.202
H -3.456 0.558 0.530
```

Results
* HOMO energy (alpha / beta): -22.682 / -23.823 eV
* charge: +4
* multiplicity: 9
* electronic energy: -72990.615 eV

***

# C5H7NOS

A structure of composition C5H7NOS (ωB97M-V/def2-TZVPD, the OMol25 dataset).

The geometry in XYZ format:
```
15
C5H7NOS | the OMol25 dataset | ωB97M-V/def2-TZVPD
S 1.274 -1.677 -0.034
O -1.991 0.045 -0.097
N 1.798 1.019 -0.027
C 0.174 -0.650 -1.087
C 0.532 0.809 -0.764
C 0.548 0.804 0.708
C -0.939 -0.883 -0.032
C 0.188 -0.643 1.041
H 0.108 1.617 1.304
H -1.251 -1.913 -0.036
H 0.047 -0.922 -2.121
H -2.696 -0.277 0.452
H 0.118 1.605 -1.341
H 0.085 -0.944 2.062
H 2.006 2.010 -0.027
```

Results
* HOMO energy: -8.488 eV
* energy above the lowest of the compared OMol25 structures with the same formula, charge and spin: 2.786 eV
* charge: 0
* multiplicity: 1
* electronic energy: -19668.817 eV

***

# C2H6BrNO3S

A cluster of 2 separate species, C2H6BrNO3S in total at a distorted geometry (ωB97M-V/def2-TZVPD, the OMol25 dataset).

The geometry in XYZ format:
```
14
C2H6BrNO3S | the OMol25 dataset | ωB97M-V/def2-TZVPD
Br 1.559 1.631 0.159
S 1.090 -1.086 -0.043
O 0.250 -0.861 -1.294
O 0.161 -2.162 0.843
O 2.405 -1.634 -0.281
N -1.116 1.425 -1.045
C 0.825 0.210 1.090
C -1.781 0.947 -0.027
H 1.494 0.133 1.893
H 0.493 -3.091 0.851
H -1.331 2.116 -1.702
H -0.445 0.662 -1.507
H -2.434 1.609 0.559
H -1.169 0.100 0.503
```

Results
* HOMO energy: -7.935 eV
* charge: 0
* multiplicity: 1
* electronic energy: -90677.372 eV

***

# H66O33

A cluster of 33 separate species, H66O33 in total at a distorted geometry (ωB97M-V/def2-TZVPD, the OMol25 dataset).

The geometry in XYZ format:
```
99
H66O33 | the OMol25 dataset | ωB97M-V/def2-TZVPD
O 5.836 0.904 0.655
O 1.332 2.137 -2.278
O 3.891 -1.460 0.547
O -0.991 4.365 2.712
O 1.864 -0.917 4.102
O 0.153 -3.725 -4.026
O 0.013 4.563 -1.849
O 3.633 -0.079 -3.709
O -3.745 -4.708 -0.001
O 0.571 1.880 5.598
O -3.776 4.238 0.013
O 4.091 0.494 3.083
O 0.882 5.332 0.888
O -1.445 -0.329 4.474
O -3.058 -3.777 -2.619
O 0.215 1.153 -4.738
O -2.350 -1.543 -0.090
O 1.333 -1.385 -3.659
O -5.397 -0.580 1.097
O 4.469 -2.023 -2.063
O -0.538 -3.106 3.229
O -0.467 1.705 2.689
O -3.261 0.595 -5.267
O -0.423 0.382 -0.523
O -1.878 2.738 -1.213
O 2.497 3.463 3.355
O 1.936 0.182 1.084
O 4.510 1.937 -2.099
O -3.560 1.141 2.897
O -0.947 -4.856 0.068
O -4.522 -1.547 -2.156
O -3.353 -2.937 2.200
O 1.582 -3.223 -1.268
H 2.076 -1.849 4.155
H 0.900 -0.803 -4.283
H 1.593 4.726 1.094
H -1.062 -0.269 -0.232
H 5.368 0.559 1.416
H -0.606 3.529 2.974
H -6.347 -0.488 1.017
H 1.440 1.383 -1.699
H 2.874 2.584 3.322
H 0.724 -3.477 -0.928
H -5.071 -0.480 0.202
H -3.406 4.327 0.892
H 2.060 0.257 2.030
H 0.633 5.209 -1.509
H -0.399 4.703 2.040
H 0.010 0.600 -5.492
H 0.430 1.634 4.684
H -2.468 -2.154 0.637
H -3.158 1.056 -6.100
H 3.862 -2.250 1.087
H -2.391 0.246 -5.077
H -3.448 0.680 2.065
H 0.401 3.717 -1.626
H 0.114 2.048 -5.062
H 4.160 2.782 -1.817
H -4.258 -2.350 -2.605
H -3.613 -2.094 2.572
H 5.253 0.731 -0.084
H 5.182 2.159 -2.744
H -3.140 3.703 -0.461
H -4.052 0.531 3.446
H 1.317 6.172 0.740
H -0.331 -3.305 -4.737
H 3.541 0.814 -3.379
H 4.023 -1.329 -2.548
H -2.524 -3.308 -3.260
H 0.344 0.227 0.028
H 0.954 -0.895 3.806
H -3.800 -4.057 0.698
H 0.404 -3.271 3.206
H -0.630 -2.318 3.765
H -3.174 -1.586 -0.576
H -1.188 -0.788 5.274
H -3.975 -4.227 -0.796
H 0.855 -3.109 -3.817
H 2.252 -1.118 -3.680
H 3.807 -1.780 -0.351
H 5.340 -2.070 -2.457
H 1.389 -2.608 -1.974
H -0.846 -5.569 0.699
H -1.236 3.336 -1.595
H 4.833 0.253 3.638
H 2.062 3.506 4.206
H -0.987 0.998 3.069
H -0.719 1.719 1.765
H 1.119 1.757 -3.131
H -2.833 -3.353 2.888
H 2.791 -0.089 0.750
H 4.337 -0.025 -4.356
H -1.884 -4.841 -0.128
H -2.377 -0.146 4.591
H -2.745 -4.681 -2.661
H -4.669 -0.915 -2.861
H 3.321 0.207 3.573
H -0.094 2.546 5.773
H -1.441 1.887 -1.211
```

Results
* HOMO energy: -9.252 eV
* energy above the lowest of the compared OMol25 structures with the same formula, charge and spin: 4.876 eV
* charge: 0
* multiplicity: 1
* electronic energy: -68641.311 eV

***

# C6H10O

An isolated molecule of C6H10O at a distorted geometry (ωB97M-V/def2-TZVPD, the OMol25 dataset).

The geometry in XYZ format:
```
17
C6H10O | the OMol25 dataset | ωB97M-V/def2-TZVPD
O -0.608 -1.856 -0.380
C 0.562 0.133 0.542
C -1.399 1.155 -0.375
C 0.096 1.332 -0.339
C -1.811 0.094 0.305
C -0.657 -0.822 0.600
C 1.834 -0.518 0.016
H -0.521 -1.441 -1.250
H 2.092 -1.417 0.582
H 0.732 0.470 1.575
H -2.109 1.574 -1.064
H 2.671 0.186 0.067
H 0.432 2.293 0.083
H -0.745 -1.374 1.534
H 0.481 1.299 -1.366
H 1.715 -0.820 -1.030
H -2.860 -0.135 0.449
```

Results
* HOMO energy: -9.471 eV
* energy above the lowest of the compared OMol25 structures with the same formula, charge and spin: 0.492 eV
* charge: 0
* SMILES string: C[C@H]1CC=C[C@H]1O
* multiplicity: 1
* electronic energy: -8430.748 eV

***

# C18H25Cl2F6N4O6P4

A cluster of 2 separate species, C18H25Cl2F6N4O6P4 in total at a distorted geometry (ωB97M-V/def2-TZVPD, the OMol25 dataset).

The geometry in XYZ format:
```
65
C18H25Cl2F6N4O6P4 | the OMol25 dataset | ωB97M-V/def2-TZVPD
Cl 4.621 3.988 -1.333
Cl 5.980 2.835 -3.998
P 1.606 -2.171 -1.397
P -3.291 2.683 -0.712
P 1.528 5.212 -2.202
P 1.485 -0.043 6.567
F 0.374 -1.186 6.361
F 2.506 -1.011 5.791
F 1.051 0.511 5.132
F 0.916 -0.313 8.045
F 1.156 1.509 6.822
F 2.908 0.231 7.259
O -4.610 2.214 0.309
O 2.234 5.297 -3.596
O -4.708 -0.111 -1.443
O -3.746 3.041 -2.130
O -2.637 4.084 0.071
O -6.783 -0.035 -1.817
N 2.005 0.905 -1.704
N -1.422 -2.776 -0.594
N -5.967 -0.545 -1.118
N -0.282 3.106 -1.454
C -3.870 -0.696 -0.362
C -2.350 -0.227 -0.680
C 1.063 3.394 -1.817
C -1.228 -1.340 -0.788
C 2.165 2.302 -1.916
C 1.589 -2.894 -3.148
C -0.503 1.699 -1.240
C 3.642 2.794 -2.336
C -1.999 1.293 -0.880
C 4.286 2.303 -3.512
C 0.242 -0.890 -1.160
C 1.669 -3.484 -0.054
C -2.015 -3.174 0.707
C 0.691 -1.113 2.409
C 0.623 0.643 -1.384
C -1.729 -2.243 1.972
C -0.243 -2.409 2.623
C 3.603 1.213 -4.494
H 2.471 -4.256 -0.385
H 4.310 0.901 -5.353
H 2.254 -2.270 -3.858
H 0.711 -4.085 0.113
H -4.243 -0.241 0.618
H -4.013 -1.824 -0.450
H -0.383 -2.502 3.770
H 0.103 -0.151 2.641
H -3.163 -3.359 0.683
H 3.465 0.255 -3.858
H -2.447 -2.610 2.807
H -1.953 -1.132 1.846
H -4.472 2.561 1.219
H -1.572 -4.218 0.964
H 1.507 -1.178 3.231
H -1.898 -3.212 -1.400
H 0.224 -3.396 2.289
H 0.518 -2.792 -3.550
H 2.039 -3.104 0.973
H 2.433 5.764 -1.237
H 1.249 -1.083 1.413
H -2.509 3.768 1.004
H 2.574 1.538 -4.868
H 0.335 6.021 -2.329
H 1.898 -3.990 -3.082
```

Results
* HOMO energy: -6.058 eV
* charge: -1
* multiplicity: 1
* electronic energy: -115816.961 eV